No. 1
The following is a DFT calculation (the ωB97M-V functional and the def2-TZVPD basis) of a molecular structure, C38H57CaINOP2.

Results
Kohn-Sham gap   6.70 eV

```
! RIJCOSX wB97M-V def2-TZVPD def2/J DEFGRID3
* xyz -1 1
Ca -0.4250 0.6074 -0.0674
C -2.2322 -4.5253 1.2029
C -1.4537 -3.4690 0.4268
C 0.0359 -3.5366 0.8009
P -1.9566 -1.6872 0.5584
C -3.6974 -1.6088 -0.0813
C -3.9677 -0.1559 -0.5101
C -4.8736 -2.1105 0.7515
C -1.9159 -1.4291 2.3709
C -2.7867 -2.1141 3.2336
C -2.6237 -2.1647 4.6072
C -3.6149 -2.8704 5.5011
C -1.4743 -1.5594 5.1149
C -0.6077 -0.8576 4.3054
C -0.8271 -0.6851 2.9122
N 0.0045 0.0578 2.0964
C 0.8095 1.0701 2.6111
C 0.4718 1.8385 3.7516
C 1.3232 2.7864 4.2717
C 2.5608 3.0707 3.6806
C 3.5058 4.0939 4.2669
C 2.8507 2.4084 2.5047
C 1.9993 1.4488 1.9393
P 2.3967 0.7079 0.3080
C 4.0044 -0.1185 0.7355
C 4.6630 -0.8235 -0.4528
C 3.7584 -1.1264 1.8634
C 2.9425 2.1833 -0.6991
C 1.9737 3.3655 -0.5703
C 3.0242 1.7907 -2.1860
H -1.8133 -5.5123 0.9719
H -2.1442 -4.3734 2.2806
H -3.2912 -4.5476 0.9372
H -1.5502 -3.6880 -0.6337
H 0.1747 -3.2755 1.8560
H 0.4257 -4.5495 0.6489
H 0.6353 -2.8460 0.2030
H -3.6300 -2.2163 -0.9895
H -3.9736 0.5125 0.3533
H -3.2106 0.2115 -1.2063
H -4.9421 -0.0730 -1.0050
H -4.9997 -1.5078 1.6537
H -5.7865 -2.0041 0.1570
H -4.7911 -3.1597 1.0378
H -3.6263 -2.6461 2.8056
H -4.1909 -3.6100 4.9386
H -3.1119 -3.3852 6.3248
H -4.3302 -2.1679 5.9453
H -1.2491 -1.6458 6.1763
H 0.2837 -0.4286 4.7401
H -0.4964 1.6868 4.2096
H 1.0156 3.3439 5.1544
H 3.3347 4.2157 5.3377
H 4.5464 3.7966 4.1229
H 3.3769 5.0765 3.8006
H 3.7751 2.6620 1.9854
H 4.6716 0.6673 1.0964
H 4.0275 -1.6363 -0.8230
H 4.8624 -0.1478 -1.2845
H 5.6210 -1.2545 -0.1439
H 3.0624 -1.9079 1.5358
H 4.6993 -1.6090 2.1491
H 3.3340 -0.6494 2.7481
H 3.9349 2.4842 -0.3491
H 1.0278 3.1544 -1.0815
H 1.7382 3.6271 0.4588
H 2.4083 4.2455 -1.0551
H 2.0734 1.3688 -2.5265
H 3.2315 2.6771 -2.7932
H 3.8035 1.0594 -2.3980
I -1.8881 3.0740 0.6421
C -0.3974 4.2208 -3.2666
C -1.1118 2.8824 -3.0701
C -2.6221 3.0390 -3.2632
C -0.5618 1.7838 -3.9604
C -0.4217 2.0004 -5.3259
C 0.0447 1.0073 -6.1766
C 0.3679 -0.2243 -5.6249
C 0.2494 -0.4873 -4.2592
C 0.5463 -1.9015 -3.7966
C -0.7552 -2.6139 -3.4134
C 1.5790 -1.9957 -2.6686
C -0.2348 0.5249 -3.3930
O -0.4057 0.3500 -2.0796
H -0.6603 4.9061 -2.4533
H -0.6864 4.6943 -4.2134
H 0.6900 4.0925 -3.2713
H -0.9575 2.5771 -2.0410
H -2.8408 3.4100 -4.2741
H -3.0340 3.7432 -2.5318
H -3.1316 2.0787 -3.1377
H -0.6874 2.9735 -5.7332
H 0.1490 1.1850 -7.2397
H 0.7268 -1.0204 -6.2714
H 0.9685 -2.4214 -4.6559
H -1.2300 -2.0789 -2.5866
H -0.5631 -3.6481 -3.1039
H -1.4516 -2.6263 -4.2566
H 1.2017 -1.5335 -1.7594
H 2.5057 -1.4817 -2.9465
H 1.8182 -3.0446 -2.4558
*
```

No. 2
The following is a DFT calculation (the ωB97M-V functional and the def2-TZVPD basis) of a molecular structure, C8H8O2P.

Results
Kohn-Sham gap (spin up / spin down)   7.37 / 6.85 eV

```
! RIJCOSX wB97M-V def2-TZVPD def2/J DEFGRID3
* xyz -1 1
C 0.0350 -0.2279 2.7662
C 0.7124 0.8230 2.1638
C -0.6814 -1.1158 1.9817
C 0.6727 0.9832 0.7950
C -0.7303 -0.9572 0.6099
C -0.0526 0.0990 -0.0080
C -1.2730 -0.2656 -2.3494
C -0.1317 0.2281 -1.4403
O -2.3978 -0.4668 -1.9147
O -0.7937 -0.4674 -3.4915
P 1.2168 0.2505 -2.6177
H 0.0612 -0.3448 3.8404
H 1.2668 1.5267 2.7726
H -1.2145 -1.9370 2.4428
H 1.1700 1.8159 0.3172
H -1.2858 -1.6481 -0.0021
H -0.2737 2.4098 -1.6303
H 1.4613 -1.1313 -2.6065
H 2.2384 0.4258 -1.6293
*
```

No. 3
The following is a DFT calculation (the ωB97M-V functional and the def2-TZVPD basis) of a molecular structure, C43H34Cl3N5O6SV.

Results
<S²>   3.79
Kohn-Sham gap (spin up / spin down)   6.34 / 7.28 eV

```
! RIJCOSX wB97M-V def2-TZVPD def2/J DEFGRID3
* xyz 0 4
V 0.3546 -0.0031 0.1746
O -2.5589 -1.0233 -3.1743
C -2.8941 -2.2326 -2.6889
C -3.8356 -2.9653 -3.4151
C -4.2490 -4.2040 -2.9733
C -3.7358 -4.7476 -1.7954
C -2.7984 -4.0296 -1.0827
C -2.3541 -2.7745 -1.5117
C -1.3480 -2.0403 -0.7130
O -1.0315 -0.8362 -1.1008
N -0.8268 -2.6313 0.3409
N 0.1251 -1.7770 0.8818
C 0.8063 -2.1157 1.9578
C 1.7001 -1.0950 2.4656
C 2.4504 -1.2290 3.6388
C 3.2224 -0.1727 4.0653
C 3.2358 1.0164 3.3352
C 2.4720 1.0846 2.1902
N 1.7412 0.0580 1.7477
H -1.9723 -0.6021 -2.5079
H -4.2312 -2.5244 -4.3201
H -4.9845 -4.7547 -3.5466
H -4.0638 -5.7162 -1.4445
H -2.3756 -4.4252 -0.1694
H 0.6536 -3.0686 2.4499
H 2.4081 -2.1543 4.1973
H 3.8064 -0.2624 4.9724
H 3.8164 1.8704 3.6525
H 2.4136 1.9859 1.5918
O -1.0875 0.8376 1.7262
C -1.7417 1.9821 1.0823
C -0.9520 2.1231 -0.2439
O -1.4931 2.3337 -1.3048
O 0.3369 1.9988 -0.0235
C -3.2115 1.6725 0.8634
C -3.6023 0.3799 0.5190
C -4.9328 0.0804 0.2728
C -5.8964 1.0749 0.3629
C -5.5153 2.3629 0.7069
C -4.1827 2.6603 0.9575
C -1.4777 3.2372 1.8999
C -1.2402 3.1596 3.2653
C -0.9919 4.3119 3.9997
C -0.9717 5.5493 3.3736
C -1.2007 5.6296 2.0066
C -1.4526 4.4799 1.2735
H -1.7635 0.3064 2.1645
H -2.8646 -0.4042 0.4151
H -5.2057 -0.9294 -0.0060
H -6.9350 0.8460 0.1644
H -6.2585 3.1460 0.7834
H -3.9078 3.6699 1.2300
H -1.2282 2.1971 3.7573
H -0.8062 4.2388 5.0637
H -0.7716 6.4455 3.9462
H -1.1755 6.5890 1.5056
H -1.6212 4.5487 0.2040
Cl 0.2368 6.7539 -1.9004
C 1.2409 5.4914 -2.5517
C 1.5674 4.4047 -1.7655
C 2.3731 3.4184 -2.3017
C 2.8742 3.4742 -3.6050
C 3.7692 2.3996 -4.1952
C 3.1182 1.0260 -4.3632
N 2.8268 0.3439 -3.1114
C 3.7273 -0.3882 -2.3627
C 3.0648 -0.7581 -1.2370
N 1.7735 -0.2737 -1.2949
C 1.6717 0.3762 -2.4340
O 5.0607 2.2303 -3.6018
C 5.2849 2.6063 -2.2549
C 5.3686 4.0962 -2.0850
C 5.1297 4.7567 -0.9224
Cl 4.6633 4.0330 0.5689
S 5.2669 6.4540 -1.0624
C 5.6651 6.3101 -2.7203
C 5.6858 5.0144 -3.1309
C 2.5061 4.5914 -4.3567
Cl 3.0658 4.8176 -5.9993
C 1.6983 5.5978 -3.8519
H 1.1955 4.3148 -0.7557
H 2.6113 2.5847 -1.6590
H 3.9976 2.7119 -5.2140
H 3.8074 0.3923 -4.9200
H 2.1952 1.1056 -4.9382
H 4.7329 -0.5593 -2.7023
H 3.4094 -1.3372 -0.3980
H 0.7871 0.8912 -2.7771
H 6.2377 2.1443 -1.9867
H 4.5389 2.1806 -1.5806
H 5.8646 7.1918 -3.3066
H 5.9057 4.7067 -4.1426
H 1.4378 6.4487 -4.4631
*
```

No. 4
The following is a DFT calculation (the ωB97M-V functional and the def2-TZVPD basis) of a single C20H20N4O3 molecule.

Results
Kohn-Sham gap   8.17 eV

```
! RIJCOSX wB97M-V def2-TZVPD def2/J DEFGRID3
* xyz 0 1
C 0.6384 5.2336 4.7591
C -0.3370 5.3835 3.5785
N 0.0922 4.5205 2.4949
N 0.5478 4.9449 1.2635
C 0.6326 3.8548 0.5544
C 0.2384 2.6984 1.3203
C 0.0419 1.3954 0.9437
O 0.2152 1.0178 -0.3468
C -0.3342 0.5011 1.9405
C -0.5553 -0.9687 1.6748
C 0.5245 -1.6300 0.8130
C 1.7474 -1.9566 1.3896
N 2.7528 -2.5302 0.7283
C 2.5866 -2.8741 -0.5175
C 1.3797 -2.6804 -1.1940
C 1.2254 -3.0977 -2.5137
C -0.0257 -2.9945 -3.1595
O -0.2197 -3.6055 -4.3848
C 0.2370 -2.7682 -5.4766
C -1.0964 -2.2820 -2.5122
O -2.3455 -2.0856 -3.0611
C -2.9357 -3.2495 -3.7114
C -0.8931 -1.7945 -1.2187
C 0.3108 -2.0432 -0.5367
C -0.6274 1.0436 3.2349
N -0.4694 2.3222 3.5668
C -0.0512 3.1550 2.5623
H 0.7225 4.1812 5.0445
H 1.6096 5.5317 4.4150
H 0.3390 5.8502 5.6169
H -0.2929 6.4049 3.2367
H -1.3460 5.1144 3.9138
H 1.0033 3.8237 -0.5075
H 0.3225 0.0577 -0.4395
H -0.5604 -1.5263 2.6124
H -1.5430 -1.0980 1.2671
H 1.9468 -1.5941 2.3927
H 3.4518 -3.3189 -0.9980
H 1.9980 -3.6042 -3.0982
H 1.3064 -2.5201 -5.3071
H 0.1231 -3.3161 -6.4196
H -0.3932 -1.8722 -5.5135
H -2.5154 -4.2137 -3.3811
H -2.8476 -3.1975 -4.7999
H -3.9992 -3.2751 -3.4724
H -1.7297 -1.2837 -0.7727
H -0.8754 0.3458 4.0190
*
```

No. 5
The following is a DFT calculation (the ωB97M-V functional and the def2-TZVPD basis) of 2 unconnected molecules or ions with the total composition C4H12NO.

Results
Kohn-Sham gap   10.27 eV

```
! RIJCOSX wB97M-V def2-TZVPD def2/J DEFGRID3
* xyz 1 1
C 0.2732 -1.2920 0.3087
C -1.1541 -0.9049 0.2575
C -1.4945 0.3776 0.9789
C -1.5855 0.5044 2.2959
N 1.1327 -0.5247 -0.7557
H 0.6440 -1.0980 1.3331
H 0.5768 -2.3007 0.0659
H -1.5371 -0.7429 -0.7701
H -1.7491 -1.7406 0.6499
H -1.7342 1.2559 0.3641
H -1.7945 1.4618 2.7407
H -1.3042 -0.3158 2.9370
H 0.4453 -0.2554 -1.4564
H 1.6367 0.2897 -0.4045
H 1.8982 -1.1429 -1.0081
H 1.9030 2.6465 -1.9215
H 2.0564 1.9875 -3.2558
O 1.7871 1.7945 -2.3596
*
```

No. 6
The following is a DFT calculation (the ωB97M-V functional and the def2-TZVPD basis) of a molecular structure, C44H57BN11O2RbSTe.

Results
Kohn-Sham gap   4.49 eV

```
! RIJCOSX wB97M-V def2-TZVPD def2/J DEFGRID3
* xyz -2 1
Rb -0.0558 0.0661 -0.4759
O -2.3827 2.3505 -5.9686
C -1.9070 3.4261 -5.2844
C -2.0610 4.6975 -5.8418
C -1.5788 5.8286 -5.2068
C -0.9316 5.6994 -3.9881
C -0.7890 4.4364 -3.4348
C -1.2626 3.2760 -4.0462
C -1.0111 1.9815 -3.2846
O -0.3198 2.0791 -2.2395
N -1.5458 0.8951 -3.8280
N -1.3937 -0.1875 -2.9964
C -1.8299 -1.2987 -3.4398
C -1.9136 -2.4693 -2.5464
C -2.5015 -3.6440 -3.0223
C -2.6780 -4.7059 -2.1588
C -2.2696 -4.5769 -0.8382
C -1.6934 -3.3775 -0.4515
N -1.5163 -2.3490 -1.2734
H -2.7472 2.6731 -6.8004
H -2.5654 4.7857 -6.8005
H -1.7088 6.8008 -5.6681
H -0.5349 6.5672 -3.4761
H -0.2937 4.2941 -2.4826
H -2.2149 -1.3995 -4.4556
H -2.7775 -3.7105 -4.0659
H -3.1257 -5.6274 -2.5116
H -2.3892 -5.3806 -0.1235
H -1.3551 -3.2268 0.5710
C 0.0694 -1.7808 5.9769
C 0.5107 -1.8499 4.5507
C 1.3118 -2.8037 3.9665
C 1.4397 -2.3929 2.6244
N 0.7555 -1.2790 2.4130
N 0.1863 -0.9429 3.5985
B -0.6055 0.3673 3.8373
N 0.2385 1.6138 3.4821
N 0.7952 1.8272 2.2668
C 1.5146 2.9336 2.3688
C 1.4262 3.4623 3.6709
C 0.6007 2.5885 4.3466
C 0.1512 2.6606 5.7701
C 2.2986 3.4603 1.1882
C 3.2661 2.3830 0.6869
C 1.3411 3.8430 0.0589
C 3.0986 4.6962 1.6032
N -2.0161 0.3870 3.1998
N -2.2527 0.4645 1.8651
C -3.5699 0.4795 1.7164
C -4.2088 0.4117 2.9698
C -3.1836 0.3564 3.8852
C -3.3011 0.2801 5.3734
C -4.2603 0.5525 0.3744
C -3.2593 0.7197 -0.7574
C -5.0459 -0.7470 0.1457
C -5.2362 1.7357 0.3754
C 2.2698 -3.0706 1.5594
C 3.7365 -3.0814 2.0126
C 1.7942 -4.5186 1.3823
C 2.1702 -2.3470 0.2243
H 0.4682 -2.6440 6.5117
H 0.4249 -0.8757 6.4719
H -1.0169 -1.7957 6.0714
H 1.7443 -3.6650 4.4510
H -0.7929 0.4178 5.0197
H 1.8926 4.3462 4.0745
H 0.5446 3.5721 6.2224
H -0.9368 2.6824 5.8515
H 0.5030 1.8089 6.3553
H 2.7312 1.4794 0.3944
H 3.8232 2.7383 -0.1854
H 3.9787 2.1074 1.4686
H 0.7582 2.9894 -0.2765
H 0.6483 4.6261 0.3779
H 1.9048 4.2090 -0.8062
H 3.8107 4.4586 2.3975
H 3.6583 5.0794 0.7459
H 2.4400 5.4920 1.9597
H -5.2655 0.4051 3.1862
H -4.3585 0.2772 5.6417
H -2.8467 -0.6254 5.7764
H -2.8242 1.1272 5.8686
H -2.5864 -0.1315 -0.7906
H -3.7735 0.7602 -1.7203
H -2.6665 1.6305 -0.6429
H -4.3689 -1.6039 0.1325
H -5.7866 -0.9086 0.9333
H -5.5637 -0.7094 -0.8171
H -4.7023 2.6726 0.5469
H -5.7437 1.8037 -0.5909
H -5.9935 1.6291 1.1561
H 3.8564 -3.6182 2.9568
H 4.3599 -3.5670 1.2565
H 4.0987 -2.0610 2.1553
H 1.8713 -5.0794 2.3173
H 0.7536 -4.5455 1.0539
H 2.3973 -5.0240 0.6235
H 2.4973 -1.3099 0.3092
H 2.7893 -2.8426 -0.5270
H 1.1476 -2.3643 -0.1497
N 3.6796 1.6786 -3.0938
C 4.7124 0.9527 -2.5445
C 4.1118 -0.1037 -1.9289
N 2.7488 -0.0500 -2.0929
C 2.5245 1.0311 -2.7931
H 3.7497 2.5179 -3.6385
H 5.7427 1.2451 -2.6450
H 4.5819 -0.9161 -1.3983
H 1.5550 1.3938 -3.0949
Te 1.1364 -2.8928 -4.6105
C 2.4747 -4.5110 -4.8497
C 3.2677 -5.1356 -3.9174
C 4.0790 -6.1787 -4.4453
C 3.9078 -6.3591 -5.7864
S 2.7476 -5.2390 -6.3867
H 3.2571 -4.8449 -2.8757
H 4.7660 -6.7679 -3.8495
H 4.3996 -7.0749 -6.4272
*
```

No. 7
The following is a DFT calculation (the ωB97M-V functional and the def2-TZVPD basis) of a single C7H15N3O2 molecule.

Results
Kohn-Sham gap (spin up / spin down)   6.83 / 6.83 eV

```
! RIJCOSX wB97M-V def2-TZVPD def2/J DEFGRID3
* xyz 0 1
C 0.6431 0.1572 1.8086
C 1.8035 -0.7206 1.4749
C 0.2399 1.0889 0.6144
C 1.6312 -1.8942 0.4480
C -0.9397 0.6282 -0.3384
C 0.3281 -1.1561 -1.5881
C -2.9216 1.1082 -1.8828
N 1.5523 -1.4712 -0.9772
N -1.5703 1.4128 -1.2119
N -0.8625 -1.8660 -1.4431
O -0.8518 -2.7459 -0.5525
O -1.8872 -1.5893 -2.0872
H -0.2307 -0.5178 1.9686
H 0.6754 0.6788 2.8142
H 2.6863 -0.0444 1.2268
H 2.3191 -1.0973 2.3747
H -0.2731 1.9516 1.0847
H 1.1250 1.3111 0.1052
H 2.5369 -2.4607 0.5715
H 0.8128 -2.5811 0.7384
H -1.5454 -0.1585 0.0199
H 0.4201 -0.5190 -2.3939
H -3.4649 0.4624 -1.2232
H -3.5743 2.0761 -1.8966
H -2.6585 0.6826 -2.9042
H 2.3200 -0.7498 -1.1954
H -0.9968 2.0230 -1.8476
*
```

No. 8
The following is a DFT calculation (the ωB97M-V functional and the def2-TZVPD basis) of 2 unconnected molecules or ions with the total composition C2H10NOS.

Results
Kohn-Sham gap   9.57 eV

```
! RIJCOSX wB97M-V def2-TZVPD def2/J DEFGRID3
* xyz 1 1
C -0.6314 0.2687 -0.7771
C -1.7172 0.0649 0.2691
S -1.1163 -0.0938 2.0043
N 0.4480 -0.7855 -0.8853
H -0.1723 1.2330 -0.6499
H -1.1970 0.3336 -1.7856
H -2.5359 -0.6442 -0.0196
H -2.1551 0.9786 0.3287
H -0.8461 -1.3387 2.2070
H 0.2893 -1.5393 -0.2518
H 1.3674 -0.3772 -0.5866
H 0.7189 -1.3360 -1.8311
H 3.2156 1.4468 0.6768
H 2.1070 0.5192 0.8578
O 2.2251 1.2697 0.4432
*
```

No. 9
The following is a DFT calculation (the ωB97M-V functional and the def2-TZVPD basis) of a molecular structure, C16H28N5O2PS2Ti.

Results
Kohn-Sham gap   7.46 eV

```
! RIJCOSX wB97M-V def2-TZVPD def2/J DEFGRID3
* xyz 2 1
Ti -0.4024 0.0018 0.2480
N 1.6593 -3.3240 -1.5237
C 1.2926 -2.0800 -1.1599
S -0.3274 -1.5603 -1.6192
N 2.1313 -1.3580 -0.4733
N 1.5816 -0.1158 -0.1451
C 2.4212 0.8669 -0.0844
C 2.0923 2.1959 0.3449
C 3.0210 3.2326 0.1737
C 2.7228 4.5079 0.6122
C 1.5111 4.7579 1.2515
C 0.5835 3.7468 1.4606
C 0.8816 2.4785 0.9949
O 0.0169 1.4533 1.1910
H 1.1373 -3.8054 -2.2369
H 2.6285 -3.5783 -1.4033
H 3.4493 0.6395 -0.3606
H 3.9670 3.0251 -0.3063
H 3.4328 5.3092 0.4707
H 1.2894 5.7556 1.6026
H -0.3466 3.9294 1.9775
C -4.0205 -0.2989 -1.4266
N -3.1442 -0.1222 -2.5786
C -3.2536 -1.1376 -3.6261
C -2.1723 0.7835 -2.5694
S -1.6806 1.5261 -1.0551
N -1.6121 1.2130 -3.6897
C -0.3265 1.9088 -3.6799
C -2.3481 1.2843 -4.9536
H -4.9144 -0.8163 -1.7664
H -4.3052 0.6660 -1.0130
H -3.5281 -0.9001 -0.6506
H -3.4075 -2.0971 -3.1340
H -2.3257 -1.1811 -4.1893
H -4.0909 -0.9442 -4.2958
H 0.3371 1.4548 -2.9396
H -0.4600 2.9699 -3.4635
H 0.1159 1.7951 -4.6678
H -3.4093 1.1364 -4.7749
H -1.9830 0.5537 -5.6742
H -2.2020 2.2856 -5.3571
C -1.6874 -3.8430 1.1545
P -1.4291 -2.4436 2.2265
C 0.1141 -2.6443 3.0994
C -2.7760 -2.2958 3.3795
O -1.3649 -1.1330 1.3844
H -1.8336 -4.7350 1.7624
H -0.8197 -3.9841 0.5075
H -2.5710 -3.6852 0.5365
H 0.1501 -3.6294 3.5656
H 0.2160 -1.8813 3.8713
H 0.9473 -2.5657 2.3950
H -2.8123 -3.1808 4.0145
H -3.7187 -2.2060 2.8401
H -2.6347 -1.4139 4.0038
*
```

Number 1: calculated total energy -88993.470 eV. Number 2: calculated total energy -21807.235 eV. Number 3: calculated total energy -138971.910 eV. Number 4: calculated total energy -33165.931 eV. Number 5: calculated total energy -7872.882 eV. Number 6: calculated total energy -86504.990 eV. Number 7: calculated total energy -16061.232 eV. Number 8: calculated total energy -16601.097 eV. Number 9: calculated total energy -82657.818 eV.